# 1
The following is a DFT calculation (ωB97M-V with the def2-TZVPD basis set) of C25H21IrN5O6S as an isolated structure in a non-equilibrium geometry.

Computed properties:
net charge: -1
spin multiplicity: 1
ΔE to the lowest compared entry with this formula, charge and spin: 2.486 eV

XYZ file:
```
59
Properties=species:S:1:pos:R:3:forces:R:3:lowdin_charge:R:1
N -1.30240 0.81508 1.03553 1.9 -1.0 0.5 -0.0948
N -0.99688 -1.50741 -1.29118 1.0 0.8 1.5 0.0859
H -2.33000 -5.29300 -1.93200 0.0 0.0 0.0 0.0954
C -1.59318 4.49812 -0.89773 0.0 0.0 -0.1 -0.0383
C -1.75163 -2.56155 -0.96560 -0.2 0.0 -0.4 -0.3894
C -1.33978 5.74041 -2.92659 0.0 -0.1 0.0 -0.1055
H -0.00580 -3.19232 3.89848 0.0 0.0 0.0 0.1134
H 6.91888 -0.01386 -1.80450 0.0 0.0 0.0 0.0910
C 3.03426 -0.17136 1.92607 0.9 -0.7 -0.7 -0.6182
C 4.84891 -0.41581 -1.44731 0.0 0.0 0.0 -0.1490
H 5.54603 0.38847 2.23349 0.0 0.0 0.0 0.1103
H -3.59465 -4.53443 -2.91886 0.0 0.0 0.0 0.0900
O -0.25992 -1.73961 1.84139 1.1 -0.1 -1.1 -0.2508
O 1.88932 0.34307 1.63497 -2.1 0.3 -0.3 -0.1918
C -0.59797 -2.30516 4.08368 0.0 -0.1 -0.2 -0.0133
S 2.28849 -1.10473 -1.14928 -1.2 0.0 0.8 0.6070
H -1.37982 -2.50365 1.01675 0.0 -0.1 -0.1 0.0653
O 0.02753 1.32599 -1.16181 1.3 -1.2 0.4 -0.1700
N -2.30293 -3.18045 -2.04188 0.0 0.0 0.1 -0.1082
Ir 0.44192 -0.33607 0.24368 -1.7 0.5 -0.8 1.2367
H -0.62543 4.62082 -4.61869 0.0 0.0 0.0 0.1106
N -1.98584 -2.94438 0.27426 0.2 0.2 0.2 0.2257
C 6.39770 0.23189 0.26517 0.0 0.0 0.1 -0.1105
H -3.69263 -4.45594 -1.15986 -0.1 0.0 -0.1 0.0828
C -0.75375 -1.40727 3.00856 0.0 0.4 0.3 -0.3468
H -2.17131 1.71673 2.61859 -0.2 -0.1 -0.2 0.1236
H -2.02413 6.59258 -1.07581 0.0 0.0 0.0 0.0893
H 7.39962 0.49625 0.58025 0.0 0.0 0.0 0.0876
C -0.79932 3.38555 -2.89280 0.0 0.1 0.2 -0.2615
H -2.62197 0.90307 4.66865 0.0 0.0 0.0 0.1043
H 4.62917 -0.64242 -2.48337 0.0 0.0 0.0 0.0864
C 3.80355 -0.50166 -0.51626 0.1 0.1 0.0 -0.6108
C -0.91382 4.59823 -3.57556 0.1 0.0 -0.1 -0.0239
C -1.92429 -0.91872 5.53142 0.0 0.0 0.1 -0.1166
C -1.13692 3.34411 -1.52882 0.2 -0.1 -0.2 -0.0781
C 5.36827 0.17288 1.18831 0.1 0.0 -0.1 -0.0428
H -0.20858 1.56189 -2.99318 0.1 0.0 0.0 0.0642
C -3.00742 -4.43413 -2.00787 0.2 -0.1 0.1 -0.0413
H -1.03804 -3.30255 -3.72542 0.1 0.1 0.0 0.1368
N -1.61560 1.93766 0.33125 -0.5 0.7 -0.4 0.0560
C -1.69713 5.69446 -1.58358 0.0 0.1 0.0 -0.1119
C -0.89944 2.10735 -0.74465 -0.2 -0.2 0.7 -0.4400
C -1.67228 0.81408 2.26370 -0.3 0.4 -0.3 -0.0760
H -2.48488 -2.28929 -3.95639 0.0 0.0 0.0 0.1320
C 4.07413 -0.17985 0.81486 -0.2 0.0 0.3 -0.1577
C -1.73058 -2.60964 -3.23697 0.0 0.2 0.0 -0.0345
C 6.12627 -0.05643 -1.06662 0.0 -0.1 0.0 -0.1156
C -1.17603 -2.07531 5.31148 -0.1 0.0 -0.1 -0.0987
H -1.38333 6.67882 -3.46617 0.0 0.0 0.0 0.0941
O -0.38345 2.31671 -3.59009 0.0 0.2 -0.1 0.0656
C -0.96663 -1.39797 -2.65925 -0.2 -0.1 -0.4 -0.4645
H -2.39426 -0.73864 6.48943 0.0 0.0 0.0 0.0896
H -1.05209 -2.80085 6.10649 0.0 0.0 0.0 0.0959
O -0.47933 -0.52740 -3.33247 0.0 -0.2 0.0 0.0742
C -1.48954 -0.22055 3.24240 0.3 -0.4 0.3 -0.1452
H -2.49290 -3.79104 0.44927 0.0 0.0 0.0 0.0991
H -1.84068 4.43786 0.15248 0.0 0.0 0.0 0.1040
C -2.05558 -0.00781 4.50837 0.0 0.0 -0.1 -0.0593
O 3.37812 -0.56077 3.03163 -0.3 0.3 0.0 0.0482
```
Forces are in eV/Å.

# 2
The following is a DFT calculation (ωB97M-V with the def2-TZVPD basis set) of a 2-piece molecular cluster, C25H21N2O4 overall in a non-equilibrium geometry.

Computed properties:
net charge: -1
spin multiplicity: 1

XYZ file:
```
52
Properties=species:S:1:pos:R:3:forces:R:3:lowdin_charge:R:1
C 2.48331 -1.75461 2.91199 -0.9 0.0 -0.5 -0.2650
C 0.82260 -0.44742 1.01137 1.0 -1.1 1.3 -0.1979
H -6.42783 0.69601 -1.09504 0.1 -0.2 -0.4 0.0788
H 5.23278 -0.05418 -3.48647 -0.3 0.2 0.0 0.1078
C 4.86484 2.07237 -3.43173 0.6 0.0 0.1 -0.2937
H 1.79446 3.55650 -3.34923 0.3 -0.3 0.2 0.1000
O -5.54375 -0.34447 0.57154 1.5 0.4 0.2 -0.0102
O -3.96897 -0.45489 2.94554 -0.3 0.1 0.5 -0.0870
C -2.32186 0.65634 -0.74084 -1.7 0.3 -0.8 0.0596
H 0.47177 0.03421 -2.80978 0.0 0.4 -0.1 0.0932
C -2.09609 0.03105 1.59716 -1.6 -1.0 1.1 0.0206
H -5.38068 -1.13956 4.19568 0.0 -0.2 -0.1 0.0837
H 2.62282 0.68389 0.51612 -0.1 -0.2 0.1 0.1237
C 0.36270 -1.55944 1.78048 -0.1 0.9 -0.4 -0.0329
H 0.72842 -3.00762 3.32087 0.2 0.3 -0.3 0.1042
H -5.95818 -0.96659 2.49200 0.3 -0.2 0.3 0.0714
C -3.69109 0.49093 -0.67490 1.3 -0.1 0.4 -0.1926
C 3.89382 3.08555 -3.39525 -0.8 0.0 0.0 -0.0617
H 2.81266 -0.65534 -3.36666 0.1 0.3 0.2 0.1013
H 4.20346 4.13316 -3.45687 -0.1 -0.4 0.0 0.1100
N -1.06800 2.81885 -3.34233 1.4 -1.0 0.5 0.0846
C 2.13373 1.40029 -3.16076 -0.6 0.1 0.1 -0.2728
C 2.54768 2.76427 -3.29001 0.8 0.1 -0.3 -0.0459
C 3.12983 0.38936 -3.29844 0.4 0.1 0.0 -0.0639
C 2.21687 -0.12120 1.13123 -1.1 0.2 -0.1 -0.0026
C 2.82970 -3.29398 4.76440 0.2 0.6 -0.6 -0.0620
H -1.48308 -0.03304 2.49464 -0.2 0.0 -0.2 0.1269
C -3.45535 -0.18272 1.72327 1.3 0.0 -0.8 -0.1960
H 0.35030 0.86478 -0.63589 -0.1 -0.3 -0.3 0.0888
C 3.01058 -0.73515 2.07118 0.0 -0.8 0.8 -0.0060
C -4.32068 -0.05308 0.54006 -1.3 -0.3 -0.1 -0.2354
C 6.25684 2.41603 -3.45529 1.6 0.4 0.0 -0.2311
H -0.67130 -1.88121 1.66785 0.3 0.0 -0.1 0.1125
H -5.79327 -0.66686 -2.09551 -0.1 0.2 0.1 0.0933
C 0.77553 1.08022 -2.90648 0.7 -0.3 -0.4 -0.1813
H -6.07711 0.94279 -2.84439 -0.1 -0.2 0.0 0.0867
C -0.20090 2.05047 -3.12693 -1.8 0.9 -0.5 -0.3640
C -5.78515 0.41697 -1.93381 0.4 0.4 -0.1 -0.0614
C 4.46854 0.72368 -3.41054 -0.4 -0.2 0.0 -0.0699
C -5.13822 -1.28707 3.14164 0.4 0.5 -0.2 -0.0529
C 1.14758 -2.19304 2.72209 1.1 0.1 0.4 -0.0173
C -0.07121 0.27861 0.17610 -2.5 0.6 0.0 0.0627
H 2.55479 -4.21135 4.21942 0.1 0.3 0.1 0.0926
H 1.97426 -2.93692 5.36103 0.3 -0.1 -0.3 0.0943
O -4.43243 0.88154 -1.73021 -0.4 -0.1 -0.2 -0.0680
N 7.39423 2.69684 -3.45285 -1.9 -0.5 0.0 0.0893
H 4.05366 -0.45850 2.22451 -0.3 0.0 -0.1 0.1188
H -4.87039 -2.33345 2.95339 -0.1 0.1 0.0 0.0900
H -1.89901 1.05155 -1.66047 0.0 -0.1 0.1 0.0955
O 3.31564 -2.26570 3.85711 -0.2 -0.5 0.4 -0.0964
C -1.48514 0.30867 0.34553 2.7 0.3 0.0 -0.2096
H 3.68631 -3.48757 5.41447 -0.3 0.0 -0.1 0.0873
```
Forces are in eV/Å.

# 3
The following is a DFT calculation (ωB97M-V with the def2-TZVPD basis set) of C25H21N4O6S3Se2W as an isolated structure.

Computed properties:
net charge: +1
spin multiplicity: 1
ΔE to the lowest compared entry with this formula, charge and spin: 0.693 eV

XYZ file:
```
62
Properties=species:S:1:pos:R:3:forces:R:3:lowdin_charge:R:1
N -3.61395 5.15505 2.05888 -0.1 -0.1 0.0 0.2080
N -1.52405 6.63332 -1.10694 0.0 0.0 0.0 0.2109
H -4.29968 -0.19823 -2.18526 0.0 0.0 0.0 0.0701
C 0.62838 -1.77156 2.84942 0.0 0.0 0.0 0.0192
H -3.58530 -2.42234 -1.40998 0.0 0.0 0.0 0.0530
C 1.09382 -3.96065 1.92210 0.0 0.0 -0.1 -0.0045
C 1.07421 -4.20042 -0.57233 0.0 0.0 0.0 0.0340
H -1.92324 -2.98622 -1.15405 0.0 0.0 0.0 0.0327
O 0.58899 1.61932 3.30471 0.0 -0.1 0.0 -0.2388
O 1.45314 1.02377 -1.19095 -0.2 0.0 0.0 -0.2656
O 0.84609 2.23032 0.88683 0.3 0.1 0.2 -0.4925
C -1.33376 4.16587 -0.37726 0.0 0.0 0.0 -0.6834
H -4.25348 0.56154 0.80623 0.0 0.0 0.0 0.0483
H -2.59283 0.56655 -3.83475 0.0 0.0 0.0 0.0378
H 2.57566 0.60656 4.28502 0.0 0.0 0.0 0.1166
H 1.01760 -4.11918 -2.71162 0.0 0.0 0.0 0.1245
C 0.94455 -3.14085 3.00304 0.0 0.0 0.0 -0.0296
Se -2.93652 1.84642 -1.68101 0.0 0.0 0.0 1.0322
H -2.22603 -1.61225 -2.26163 0.0 0.0 0.0 0.0346
C 0.88936 -3.58686 -1.78018 0.0 -0.1 0.0 -0.0049
C 0.51162 -2.23473 -1.81836 0.0 0.1 0.0 -0.1034
H 4.94379 -0.07672 4.55147 0.0 0.0 0.0 0.1165
H -3.73866 1.94224 -4.02787 0.0 0.0 0.0 0.0527
C 0.46592 -1.26143 1.59214 0.0 0.0 0.0 -0.3020
S 1.07536 1.27953 2.01203 -0.1 0.1 -0.1 0.6646
S -0.27101 3.21582 -1.38980 0.0 0.1 0.0 0.7823
O 0.39604 0.34657 -4.42623 0.0 -0.1 0.0 0.1971
C -1.45268 5.53795 -0.76857 0.0 0.0 0.0 -0.2416
C 4.90468 0.43782 1.19680 0.0 0.0 0.0 -0.0389
C 0.91978 -3.44874 0.61195 0.0 0.0 0.0 -0.1297
O -0.59194 0.40440 -2.41513 0.1 -0.1 0.1 -0.3818
H 3.19975 1.08416 0.06187 0.0 0.0 0.0 0.0982
C -4.14547 -0.13575 -0.01929 0.0 0.0 0.0 -0.5006
C -2.01741 3.67640 0.67255 -0.1 0.0 0.0 -0.6783
N 0.34972 -1.49878 -0.73797 0.0 -0.1 -0.1 0.0219
C -2.90736 4.50031 1.43293 0.1 0.1 0.0 -0.2412
C 3.58052 0.80943 1.03312 0.0 0.0 0.0 -0.0241
H 1.34272 -5.00591 2.04965 0.0 0.0 0.0 0.1250
C -2.80045 1.60402 -3.59302 0.1 0.0 0.0 -0.2961
W -0.42442 0.94699 -0.50725 -0.1 -0.3 -0.2 1.3734
S -1.92948 2.01396 1.20713 0.1 0.0 -0.2 0.6846
H 1.07251 -3.53732 4.00089 0.0 0.0 0.0 0.1203
C -4.33141 0.51725 -1.36580 0.0 0.0 0.0 -0.4591
H 6.42421 -0.17296 2.57664 0.0 0.0 0.0 0.1165
H 1.34352 -5.24760 -0.51433 0.0 0.0 0.0 0.1337
C 4.55677 0.16126 3.57034 0.0 0.0 0.0 -0.0479
H -1.98315 2.23483 -3.93261 0.0 0.0 0.0 0.0400
H -5.28370 1.04707 -1.39714 0.0 0.0 0.0 0.0926
H 0.52010 -1.13029 3.71481 0.0 0.0 0.0 0.1258
Se -2.36606 -0.90792 0.16092 -0.1 0.0 0.0 1.0581
H 0.31415 -1.77813 -2.77793 0.0 0.0 0.0 0.1203
C 2.75989 0.84265 2.15594 0.0 0.0 0.0 -0.2752
N 0.26420 0.08561 1.26860 -0.1 0.0 0.0 -0.3385
C -2.54341 -2.11761 -1.35328 0.1 0.0 0.0 -0.2794
H -4.83058 -0.97162 0.12475 0.0 0.0 0.0 0.0883
C 5.38690 0.11067 2.45777 0.0 0.0 0.0 -0.0427
O 2.85438 0.38008 -2.81774 0.0 0.1 0.0 0.1976
C 0.58418 -2.09305 0.46346 0.0 0.0 0.0 -0.1968
C 0.47233 0.45540 -3.24709 0.0 0.1 0.1 -0.5093
C 1.75989 0.62360 -2.42279 -0.1 0.0 -0.1 -0.4963
H 5.55994 0.41668 0.33700 0.0 0.0 0.0 0.1193
C 3.23137 0.53371 3.42918 0.0 0.0 0.0 -0.0485
```
Forces are in eV/Å.

no.,Kohn-Sham gap (eV),DFT total energy (Ha),HOMO level (eV)
1,6.3,-2193.1663,-4.229
2,4.6,-1375.6730,-3.482
3,6.0,-7700.0587,-11.064